DFT (ωB97M-V/def2-TZVPD) results for C36H99AsF6N9O9Sr as an isolated structure at a distorted geometry.

Multiplicity: 1
Energy relative to the best compared isomer or geometry (same formula, charge and spin): 5216.1 kJ/mol
Gap between HOMO and LUMO: 5.2 eV
HOMO energy: -9.74 eV
DFT total energy: -148685.916 eV
Total charge: +1
LUMO: -4.56 eV

```
161
C36H99AsF6N9O9Sr | the OMol25 dataset | ωB97M-V/def2-TZVPD
Sr -2.34365 1.14363 0.78451
As 0.84589 -0.09651 0.12906
F 2.59152 -0.13606 -0.29687
F 1.25270 -0.49576 1.82776
F -0.95325 -0.10963 0.53887
F 0.44137 0.34033 -1.59643
F 0.72490 -1.82016 -0.20715
F 1.01912 1.74042 0.45903
C -3.24927 -5.24285 3.37599
C -2.53782 -4.47985 2.27203
C -1.01687 -4.23579 2.46687
O -0.41826 -3.70016 1.33115
C 0.96654 -3.59725 1.56280
N -2.91691 -5.25267 1.08869
H -3.25951 -4.59085 4.24943
H -2.77753 -6.22326 3.44208
H -4.30086 -5.46350 3.19270
H -2.94814 -3.47467 2.17530
H -0.49326 -5.11367 2.84535
H -0.92359 -3.51218 3.27667
H 1.46703 -4.56473 1.60276
H 1.17430 -3.09451 2.50735
H 1.34261 -3.10797 0.66431
H -2.48496 -4.86338 0.26288
H -3.91768 -5.30703 0.96378
C -4.54426 -2.22737 0.80010
C -3.66752 -1.00926 1.12197
C -2.58577 -1.09737 2.19943
O -1.78062 0.01568 2.38213
C -0.65266 -0.19886 3.14693
N -3.05686 -0.57667 -0.08002
H -3.92767 -3.05269 0.44406
H -5.20221 -1.94806 -0.02282
H -5.22266 -2.53543 1.59569
H -4.33599 -0.21389 1.45158
H -1.99273 -2.00662 2.10102
H -3.21727 -1.32223 3.05893
H -0.14414 0.75710 3.27206
H 0.12296 -0.86268 2.76501
H -0.93208 -0.50713 4.15440
H -3.63535 -0.74371 -0.89091
H -2.28737 -1.20867 -0.24900
C 1.00586 2.45500 3.10704
C -0.51947 2.50156 2.74045
C -1.03873 3.92835 2.98274
O -2.45783 4.01502 2.63467
C -3.09630 5.15000 3.05164
N -0.58597 2.04962 1.33184
H 1.48806 1.56104 2.71156
H 1.09258 2.59262 4.18483
H 1.40054 3.32050 2.57483
H -1.04145 1.83488 3.42687
H -0.46301 4.67365 2.43396
H -0.80777 4.15917 4.02268
H -2.43412 5.99307 2.85452
H -3.39016 5.07970 4.09892
H -4.06152 5.23775 2.55288
H 0.38105 1.88072 1.09423
H -0.93284 2.76337 0.70707
C 0.04752 -3.43373 -1.37481
C -1.34512 -2.88516 -1.03939
C -2.57172 -3.79626 -1.11745
O -2.58258 -4.58191 -2.29937
C -2.60270 -3.87313 -3.53085
N -1.29076 -2.16097 0.21721
H 0.46714 -4.02327 -0.55966
H 0.69765 -2.59795 -1.63347
H 0.10495 -4.01424 -2.29558
H -1.43022 -2.11566 -1.80668
H -3.52922 -3.28133 -1.03905
H -2.43732 -4.52066 -0.31416
H -1.70182 -3.34914 -3.85013
H -3.51314 -3.27408 -3.51269
H -2.86404 -4.55545 -4.33970
H -1.12856 -2.85195 0.93577
H -0.48683 -1.56424 0.35029
C -1.41844 2.61036 -2.71310
C -1.97136 1.53313 -1.80553
C -1.89367 0.03435 -2.37137
O -2.57665 -0.09613 -3.57952
C -2.62924 -1.38301 -4.14256
N -1.19420 1.66473 -0.62326
H -0.35200 2.57155 -2.93514
H -1.63194 3.58940 -2.28414
H -1.94889 2.61414 -3.66531
H -3.02084 1.70820 -1.56879
H -2.41165 -0.59324 -1.64616
H -0.87191 -0.33855 -2.44245
H -1.64567 -1.79476 -4.36869
H -3.11469 -1.29540 -5.11455
H -3.24912 -1.96764 -3.46281
H -0.28500 1.29029 -0.85404
H -0.85511 2.60854 -0.50357
C 3.90877 -3.19243 -5.00774
C 3.37446 -1.77410 -5.33652
C 3.12100 -0.74395 -4.18269
O 2.17184 -1.41228 -3.40854
C 1.53000 -0.66044 -2.37812
N 4.29604 -1.17327 -6.25748
H 3.09096 -3.73788 -4.53681
H 4.73764 -3.10395 -4.30542
H 4.12458 -3.71525 -5.93951
H 2.41557 -1.85908 -5.84779
H 2.79838 0.20458 -4.61202
H 4.08574 -0.53758 -3.71925
H 2.28853 -0.27655 -1.69594
H 0.89493 -1.31278 -1.77876
H 0.92617 0.16638 -2.75211
H 5.21868 -1.40591 -5.91880
H 4.22186 -1.62451 -7.15802
C -3.38893 5.29140 -0.03268
C -2.51992 4.05863 -0.38710
C -1.02506 4.47417 -0.30765
O -0.20817 3.33990 -0.68707
C 1.11781 3.65771 -0.46230
N -2.77947 3.07350 0.62558
H -4.47325 5.24194 -0.13226
H -3.17017 6.09717 -0.73339
H -3.06409 5.59366 0.96292
H -2.81966 3.60883 -1.33364
H -0.78263 4.92433 0.65500
H -0.85787 5.12177 -1.16833
H 1.22169 4.59981 -1.00061
H 1.75788 2.94475 -0.98200
H 1.41143 3.72906 0.58497
H -2.63254 3.59376 1.47872
H -3.78029 2.95032 0.56832
C 2.42924 -1.73827 3.43207
C 3.52698 -1.67569 2.41277
C 3.26732 -2.75388 1.27885
O 2.98414 -4.00408 1.75762
C 2.97438 -4.98051 0.77517
N 3.46968 -0.34699 1.83039
H 1.45510 -1.56572 2.97450
H 2.54378 -1.08173 4.29459
H 2.25674 -2.74356 3.81642
H 4.45763 -1.91828 2.92574
H 4.13323 -2.81980 0.62009
H 2.45109 -2.32741 0.69576
H 1.99756 -4.92911 0.29424
H 3.06626 -5.98387 1.19101
H 3.76372 -4.94456 0.02435
H 2.53597 0.02574 1.92713
H 3.65829 -0.48392 0.84765
C 3.75508 6.49863 -0.77375
C 3.97508 5.49067 0.45126
C 3.44640 4.07761 0.06812
O 3.41999 3.18911 1.17446
C 3.11351 1.91052 0.75691
N 5.37425 5.58547 0.86628
H 4.41980 6.29637 -1.61360
H 3.98129 7.49133 -0.38455
H 2.75324 6.60579 -1.18958
H 3.32421 5.87926 1.23451
H 3.97859 3.69423 -0.80245
H 2.38145 4.19730 -0.13098
H 2.74117 1.31449 1.59010
H 4.11581 1.50966 0.60586
H 2.48466 1.84497 -0.13098
H 5.55040 6.47900 1.30293
H 5.47786 4.98898 1.67472
```